{
  "formula": "C45H110N5O25P5",
  "method": "ωB97M-V/def2-TZVPD",
  "species": ["C", "O", "N", "C", "C", "H", "H", "H", "H", "H", "H", "H", "C", "O", "N", "C", "C", "H", "H", "H", "H", "H", "H", "H", "C", "O", "N", "C", "C", "H", "H", "H", "H", "H", "H", "H", "C", "O", "N", "C", "C", "H", "H", "H", "H", "H", "H", "H", "C", "O", "N", "C", "C", "H", "H", "H", "H", "H", "H", "H", "C", "C", "O", "P", "O", "O", "C", "C", "O", "C", "C", "H", "H", "H", "H", "H", "H", "H", "H", "H", "H", "H", "H", "H", "H", "H", "C", "C", "O", "P", "O", "O", "C", "C", "O", "C", "C", "H", "H", "H", "H", "H", "H", "H", "H", "H", "H", "H", "H", "H", "H", "H", "C", "C", "O", "P", "O", "O", "C", "C", "O", "C", "C", "H", "H", "H", "H", "H", "H", "H", "H", "H", "H", "H", "H", "H", "H", "H", "C", "C", "O", "P", "O", "O", "C", "C", "O", "C", "C", "H", "H", "H", "H", "H", "H", "H", "H", "H", "H", "H", "H", "H", "H", "H", "C", "C", "O", "P", "O", "O", "C", "C", "O", "C", "C", "H", "H", "H", "H", "H", "H", "H", "H", "H", "H", "H", "H", "H", "H", "H"],
  "coordinates": [[8.96, -0.42, -3.17], [9.04, -1.62, -3.58], [7.88, 0.24, -2.79], [7.91, 1.70, -2.46], [6.56, -0.37, -2.90], [9.86, 0.17, -3.40], [8.93, 2.07, -2.50], [7.35, 1.76, -1.52], [7.35, 2.15, -3.28], [6.63, -1.37, -3.32], [5.96, -0.29, -1.99], [5.87, 0.16, -3.57], [2.63, 3.26, 0.71], [2.36, 3.89, 1.78], [3.90, 2.96, 0.27], [4.05, 2.48, -1.10], [5.08, 3.22, 1.12], [1.84, 3.04, -0.03], [4.97, 2.93, -1.47], [3.18, 2.78, -1.68], [4.18, 1.40, -1.07], [5.75, 2.36, 1.03], [5.69, 4.04, 0.73], [4.79, 3.35, 2.16], [0.17, 1.00, -8.30], [1.01, 0.42, -7.61], [-1.12, 1.04, -8.03], [-1.67, 0.20, -6.97], [-2.10, 1.71, -8.84], [0.43, 1.37, -9.31], [-2.66, -0.13, -7.28], [-2.00, 0.82, -6.13], [-1.16, -0.70, -6.64], [-1.54, 2.49, -9.36], [-2.57, 1.03, -9.56], [-2.96, 1.94, -8.22], [-1.42, 4.33, -1.42], [-0.28, 3.98, -1.26], [-2.40, 4.52, -0.50], [-3.47, 5.44, -0.77], [-2.18, 4.09, 0.87], [-1.70, 4.73, -2.41], [-4.12, 5.46, 0.11], [-4.03, 5.27, -1.69], [-3.09, 6.46, -0.85], [-1.22, 3.58, 0.85], [-2.29, 4.87, 1.63], [-2.95, 3.39, 1.20], [4.27, -3.52, -3.39], [4.00, -4.62, -2.87], [4.34, -3.40, -4.72], [4.57, -2.18, -5.44], [4.16, -4.50, -5.60], [4.32, -2.57, -2.83], [5.59, -2.11, -5.82], [4.36, -1.45, -4.67], [3.83, -2.15, -6.23], [3.74, -5.39, -5.13], [3.36, -4.21, -6.28], [4.99, -4.83, -6.22], [-1.13, 1.29, 8.64], [-0.56, 0.07, 7.99], [-1.63, -0.78, 7.56], [-1.31, -2.30, 6.92], [0.11, -2.65, 6.60], [-1.90, -3.41, 7.96], [-2.52, -4.66, 7.67], [-1.71, -5.50, 6.68], [-2.28, -2.48, 5.60], [-1.83, -1.72, 4.47], [-2.02, -2.71, 3.36], [-1.54, 1.02, 9.61], [-0.43, 2.11, 8.78], [-2.06, 1.74, 8.29], [-0.06, 0.50, 7.12], [0.04, -0.51, 8.69], [-2.63, -5.34, 8.51], [-3.48, -4.39, 7.23], [-2.23, -6.44, 6.52], [-1.42, -4.89, 5.82], [-0.66, -5.69, 6.91], [-2.37, -0.78, 4.50], [-0.77, -1.47, 4.48], [-2.95, -3.26, 3.42], [-2.05, -2.23, 2.38], [-1.26, -3.47, 3.53], [-4.93, -2.90, -0.31], [-3.42, -3.33, -0.18], [-3.56, -4.28, 0.87], [-3.73, -5.90, 0.57], [-4.05, -6.35, -0.80], [-2.42, -6.53, 1.21], [-2.38, -7.95, 1.43], [-0.96, -8.45, 1.70], [-4.79, -6.48, 1.65], [-5.69, -5.67, 2.31], [-6.38, -6.65, 3.20], [-5.35, -2.40, 0.56], [-4.97, -2.10, -1.05], [-5.69, -3.54, -0.74], [-3.14, -3.74, -1.15], [-2.71, -2.58, 0.15], [-3.07, -8.29, 2.20], [-2.64, -8.52, 0.54], [-1.11, -9.46, 2.09], [-0.41, -8.56, 0.76], [-0.62, -7.86, 2.55], [-5.10, -4.96, 2.89], [-6.23, -5.08, 1.56], [-7.11, -6.20, 3.87], [-6.78, -7.52, 2.67], [-5.63, -7.03, 3.90], [3.40, -1.68, 7.68], [4.88, -1.12, 7.70], [5.08, 0.10, 6.92], [5.43, -0.04, 5.36], [6.28, -1.24, 4.90], [6.29, 1.37, 5.06], [7.53, 1.59, 5.62], [7.44, 2.09, 7.09], [4.01, 0.10, 4.61], [3.14, 1.19, 4.85], [1.84, 0.97, 4.02], [2.82, -1.49, 6.77], [3.45, -2.75, 7.87], [2.82, -1.15, 8.44], [5.16, -1.05, 8.75], [5.58, -1.91, 7.42], [8.16, 0.71, 5.74], [8.23, 2.16, 5.01], [8.32, 2.66, 7.38], [6.53, 2.65, 7.28], [7.38, 1.30, 7.84], [2.79, 1.04, 5.87], [3.51, 2.20, 4.68], [2.25, 0.75, 3.03], [1.17, 0.24, 4.46], [1.20, 1.83, 3.84], [-3.51, 8.43, -5.76], [-4.68, 7.75, -6.55], [-4.61, 6.33, -6.43], [-5.05, 5.56, -5.11], [-4.29, 5.92, -3.91], [-6.61, 5.96, -4.99], [-7.10, 5.73, -3.64], [-7.25, 7.02, -2.81], [-5.11, 4.07, -5.59], [-4.56, 2.95, -4.80], [-4.55, 1.75, -5.74], [-3.62, 8.33, -4.68], [-2.51, 8.16, -6.09], [-3.50, 9.52, -5.76], [-5.68, 8.09, -6.28], [-4.53, 7.94, -7.61], [-8.12, 5.35, -3.65], [-6.57, 5.03, -3.00], [-6.30, 7.54, -2.77], [-7.99, 7.69, -3.26], [-7.53, 6.88, -1.77], [-3.55, 3.28, -4.55], [-5.17, 2.87, -3.90], [-5.47, 1.17, -5.62], [-4.44, 1.95, -6.81], [-4.02, 0.92, -5.28], [0.06, -3.82, -1.72], [0.90, -2.70, -1.23], [0.78, -1.46, -1.96], [1.62, -0.16, -1.58], [3.11, -0.28, -1.84], [0.98, 1.03, -2.46], [0.69, 0.88, -3.78], [0.02, 2.09, -4.37], [1.16, 0.15, -0.08], [-0.09, 0.74, 0.28], [-0.81, -0.27, 1.23], [0.13, -3.91, -2.80], [0.48, -4.66, -1.17], [-0.96, -3.81, -1.34], [0.62, -2.46, -0.21], [1.95, -2.98, -1.17], [1.62, 0.65, -4.29], [0.10, -0.03, -3.91], [0.48, 3.05, -4.12], [-0.12, 1.99, -5.45], [-0.99, 2.37, -4.09], [0.13, 1.75, 0.62], [-0.67, 0.72, -0.65], [-1.89, -0.10, 1.24], [-0.78, -1.29, 0.85], [-0.39, -0.19, 2.23]],
  "lowdin_charge": [-0.321, -0.034, -0.184, -0.025, -0.051, 0.135, 0.090, 0.067, 0.086, 0.081, 0.073, 0.080, -0.150, 0.133, -0.017, 0.035, 0.053, 0.127, 0.114, 0.117, 0.095, 0.120, 0.126, 0.106, -0.344, -0.019, -0.190, -0.050, -0.041, 0.142, 0.084, 0.054, 0.102, 0.099, 0.096, 0.065, -0.342, 0.000, -0.180, -0.051, -0.039, 0.141, 0.090, 0.059, 0.097, 0.061, 0.093, 0.088, -0.302, -0.028, -0.207, -0.049, -0.069, 0.117, 0.100, 0.069, 0.093, 0.092, 0.088, 0.101, -0.091, -0.283, -0.191, 0.558, -0.252, -0.193, -0.245, -0.084, -0.207, -0.294, -0.057, 0.078, 0.084, 0.082, 0.107, 0.123, 0.120, 0.115, 0.083, 0.049, 0.082, 0.123, 0.092, 0.078, 0.041, 0.100, -0.069, -0.241, -0.223, 0.493, -0.224, -0.180, -0.287, -0.063, -0.204, -0.305, -0.061, 0.075, 0.059, 0.082, 0.102, 0.094, 0.115, 0.116, 0.077, 0.083, 0.079, 0.110, 0.119, 0.079, 0.088, 0.081, -0.050, -0.222, -0.197, 0.568, -0.271, -0.206, -0.319, -0.074, -0.177, -0.267, -0.060, 0.054, 0.082, 0.062, 0.113, 0.104, 0.111, 0.115, 0.073, 0.072, 0.064, 0.106, 0.117, 0.066, 0.061, 0.071, -0.067, -0.223, -0.175, 0.381, -0.238, -0.160, -0.271, -0.073, -0.174, -0.192, -0.068, 0.056, 0.076, 0.069, 0.115, 0.116, 0.115, 0.098, 0.065, 0.076, 0.076, 0.100, 0.121, 0.079, 0.072, 0.072, -0.040, -0.256, -0.171, 0.476, -0.268, -0.182, -0.303, -0.053, -0.201, -0.214, -0.039, 0.098, 0.100, 0.052, 0.100, 0.121, 0.127, 0.120, 0.081, 0.060, 0.060, 0.089, 0.114, 0.084, 0.050, 0.066],
  "multiplicity": 2,
  "homo_energy_ev": [-10.468, -10.468],
  "charge": 1,
  "gap_ev": [7.3806, 2.7504],
  "lumo_energy_ev": [-3.1, -7.7]
}

***

{
  "formula": "C45H112CuN7O15",
  "method": "ωB97M-V/def2-TZVPD",
  "species": ["Cu", "C", "C", "C", "O", "H", "H", "H", "H", "H", "H", "H", "C", "O", "C", "C", "N", "C", "C", "O", "C", "H", "H", "H", "H", "H", "H", "H", "H", "H", "H", "H", "H", "H", "H", "H", "C", "O", "C", "C", "N", "C", "C", "O", "C", "H", "H", "H", "H", "H", "H", "H", "H", "H", "H", "H", "H", "H", "H", "H", "C", "O", "C", "C", "N", "C", "C", "O", "C", "H", "H", "H", "H", "H", "H", "H", "H", "H", "H", "H", "H", "H", "H", "H", "C", "O", "C", "C", "N", "C", "C", "O", "C", "H", "H", "H", "H", "H", "H", "H", "H", "H", "H", "H", "H", "H", "H", "H", "C", "O", "C", "C", "N", "C", "C", "O", "C", "H", "H", "H", "H", "H", "H", "H", "H", "H", "H", "H", "H", "H", "H", "H", "C", "O", "C", "C", "N", "C", "C", "O", "C", "H", "H", "H", "H", "H", "H", "H", "H", "H", "H", "H", "H", "H", "H", "H", "C", "O", "C", "C", "N", "C", "C", "O", "C", "H", "H", "H", "H", "H", "H", "H", "H", "H", "H", "H", "H", "H", "H", "H"],
  "coordinates": [[2.48, 1.89, 19.57], [3.37, 0.03, 23.91], [3.62, 0.92, 22.67], [4.93, 0.55, 21.93], [2.51, 1.08, 21.81], [4.13, 0.16, 24.67], [3.44, -1.02, 23.62], [2.41, 0.25, 24.37], [3.82, 1.86, 23.18], [4.90, -0.37, 21.35], [5.76, 0.46, 22.62], [5.24, 1.36, 21.26], [9.99, -2.25, 14.25], [9.92, -2.12, 15.70], [10.73, -1.05, 16.17], [10.99, -1.20, 17.66], [9.70, -1.10, 18.37], [9.85, -1.39, 19.83], [8.49, -1.71, 20.48], [7.81, -2.77, 19.88], [6.60, -3.12, 20.56], [10.98, -2.55, 13.91], [9.59, -1.46, 13.62], [9.41, -3.16, 14.04], [10.20, -0.11, 16.00], [11.69, -0.94, 15.68], [11.66, -0.36, 17.81], [11.64, -2.05, 17.86], [8.93, -1.63, 17.98], [10.41, -0.60, 20.32], [10.44, -2.30, 19.92], [7.91, -0.79, 20.48], [8.68, -1.99, 21.52], [5.83, -2.35, 20.56], [6.79, -3.57, 21.53], [6.20, -4.02, 20.09], [0.53, -0.61, 19.20], [0.99, 0.56, 18.44], [1.35, 0.17, 17.08], [2.25, 1.33, 16.50], [3.44, 1.53, 17.30], [4.14, 2.82, 17.07], [5.21, 3.12, 18.08], [4.71, 3.60, 19.30], [5.64, 4.13, 20.17], [1.40, -1.14, 19.59], [0.08, -1.42, 18.61], [-0.25, -0.41, 19.93], [0.48, 0.08, 16.43], [1.88, -0.78, 17.10], [1.66, 2.25, 16.49], [2.47, 1.26, 15.44], [4.07, 0.76, 17.11], [3.43, 3.64, 17.16], [4.60, 2.84, 16.08], [5.85, 3.94, 17.74], [5.83, 2.25, 18.25], [5.09, 4.24, 21.11], [5.94, 5.14, 19.89], [6.48, 3.45, 20.33], [4.99, -4.65, 25.05], [5.81, -3.54, 25.46], [6.51, -2.85, 24.42], [7.37, -1.72, 25.05], [8.48, -2.22, 25.83], [8.94, -1.12, 26.65], [9.71, -1.67, 27.85], [9.02, -2.52, 28.75], [9.83, -2.91, 29.87], [5.57, -5.39, 24.48], [4.21, -4.32, 24.37], [4.51, -5.14, 25.89], [5.71, -2.49, 23.78], [7.21, -3.53, 23.94], [6.67, -1.11, 25.63], [7.81, -1.12, 24.25], [8.15, -2.99, 26.40], [8.14, -0.48, 27.02], [9.62, -0.51, 26.05], [10.12, -0.89, 28.49], [10.53, -2.31, 27.52], [9.21, -3.65, 30.39], [9.94, -2.11, 30.60], [10.82, -3.30, 29.62], [-4.90, 1.80, 20.33], [-3.66, 1.78, 21.00], [-3.24, 0.50, 21.54], [-1.89, 0.64, 22.25], [-1.96, 1.61, 23.31], [-0.62, 1.79, 23.87], [-0.62, 3.06, 24.72], [-0.81, 4.17, 23.90], [-0.53, 5.45, 24.56], [-5.18, 2.72, 19.82], [-5.65, 1.57, 21.10], [-4.80, 1.03, 19.57], [-3.31, -0.26, 20.77], [-3.93, 0.27, 22.35], [-1.14, 0.94, 21.51], [-1.61, -0.30, 22.73], [-2.34, 2.47, 22.96], [0.10, 2.02, 23.09], [-0.25, 0.87, 24.33], [0.38, 3.10, 25.17], [-1.36, 3.00, 25.51], [-1.09, 5.61, 25.47], [-0.80, 6.32, 23.96], [0.54, 5.40, 24.79], [0.88, 9.25, 25.85], [1.39, 7.93, 25.66], [2.10, 7.44, 26.79], [2.45, 5.96, 26.68], [3.10, 5.69, 25.42], [3.14, 4.32, 25.03], [3.50, 3.31, 26.11], [2.49, 3.06, 27.07], [2.63, 1.84, 27.81], [0.12, 9.53, 25.12], [1.64, 10.01, 25.64], [0.46, 9.54, 26.81], [1.56, 7.61, 27.72], [3.01, 8.05, 26.83], [1.58, 5.32, 26.83], [3.11, 5.70, 27.51], [2.56, 6.19, 24.72], [3.81, 4.11, 24.20], [2.21, 3.94, 24.63], [4.42, 3.65, 26.57], [3.73, 2.39, 25.57], [2.70, 1.02, 27.10], [1.79, 1.75, 28.50], [3.54, 1.79, 28.41], [3.90, -5.56, 21.06], [3.01, -4.90, 20.12], [1.92, -4.11, 20.67], [2.42, -2.89, 21.50], [1.33, -2.04, 21.98], [0.37, -2.57, 22.97], [0.93, -2.92, 24.37], [0.16, -3.88, 25.13], [0.36, -5.25, 24.84], [4.49, -4.89, 21.70], [4.53, -6.28, 20.55], [3.42, -6.18, 21.82], [1.33, -4.75, 21.33], [1.27, -3.77, 19.86], [2.95, -2.31, 20.74], [3.09, -3.10, 22.33], [1.58, -1.08, 22.12], [-0.17, -3.44, 22.59], [-0.46, -1.86, 23.01], [1.02, -1.96, 24.87], [1.92, -3.35, 24.20], [-0.07, -5.34, 23.84], [-0.13, -5.80, 25.63], [1.43, -5.46, 24.77], [6.90, 3.13, 24.14], [7.63, 4.21, 24.69], [6.91, 5.15, 25.50], [7.78, 6.25, 26.08], [8.28, 7.17, 25.05], [7.22, 8.05, 24.48], [6.21, 8.59, 25.47], [5.44, 9.58, 24.75], [4.30, 9.11, 23.97], [6.34, 2.58, 24.90], [7.51, 2.49, 23.51], [6.17, 3.49, 23.42], [6.37, 4.70, 26.34], [6.08, 5.55, 24.92], [8.72, 5.85, 26.47], [7.28, 6.70, 26.94], [8.57, 6.50, 24.35], [6.59, 7.48, 23.79], [7.68, 8.76, 23.80], [6.80, 9.00, 26.30], [5.55, 7.84, 25.90], [3.87, 9.83, 23.28], [3.54, 8.69, 24.63], [4.68, 8.35, 23.29]],
  "lowdin_charge": [0.507, -0.068, -0.584, -0.055, -0.303, 0.059, 0.048, 0.063, 0.082, 0.047, 0.055, 0.047, -0.096, -0.184, -0.255, -0.218, -0.043, -0.181, -0.248, -0.172, -0.082, 0.080, 0.083, 0.080, 0.119, 0.115, 0.113, 0.115, 0.097, 0.117, 0.106, 0.115, 0.114, 0.078, 0.070, 0.078, -0.060, -0.234, -0.153, -0.195, -0.066, -0.179, -0.229, -0.220, -0.112, 0.065, 0.084, 0.079, 0.123, 0.121, 0.120, 0.118, 0.128, 0.130, 0.124, 0.127, 0.130, 0.089, 0.094, 0.094, -0.089, -0.201, -0.202, -0.216, -0.051, -0.208, -0.227, -0.206, -0.099, 0.083, 0.052, 0.089, 0.105, 0.112, 0.108, 0.113, 0.105, 0.113, 0.123, 0.116, 0.117, 0.086, 0.081, 0.085, -0.111, -0.215, -0.187, -0.222, -0.051, -0.192, -0.243, -0.182, -0.057, 0.085, 0.086, 0.079, 0.114, 0.116, 0.107, 0.098, 0.105, 0.106, 0.116, 0.094, 0.125, 0.089, 0.089, 0.050, -0.101, -0.209, -0.207, -0.206, -0.038, -0.215, -0.227, -0.201, -0.071, 0.085, 0.078, 0.086, 0.123, 0.113, 0.110, 0.124, 0.096, 0.102, 0.104, 0.106, 0.095, 0.076, 0.090, 0.083, -0.105, -0.190, -0.164, -0.205, -0.049, -0.177, -0.170, -0.206, -0.095, 0.053, 0.089, 0.078, 0.102, 0.116, 0.105, 0.081, 0.072, 0.099, 0.084, 0.112, 0.087, 0.076, 0.093, 0.074, -0.104, -0.178, -0.216, -0.210, -0.049, -0.209, -0.206, -0.201, -0.067, 0.083, 0.086, 0.063, 0.106, 0.106, 0.118, 0.113, 0.093, 0.090, 0.122, 0.123, 0.103, 0.088, 0.056, 0.073],
  "multiplicity": 1,
  "de_lowest_kcal_mol": 30.5,
  "homo_energy_ev": -7.357,
  "charge": 0,
  "gap_ev": 7.6124,
  "lumo_energy_ev": 0.3
}

***

Number 1: DFT total energy -5642.1279 Eh. Number 2: DFT total energy -4933.6012 Eh.